The following is a DFT calculation (ωB97M-V/def2-TZVPD) of a structure of composition C32H34BrKN9O3S2Se.

CARTESIAN COORDINATES (ANGSTROEM)
Br -1.71 1.14 -2.58
Se 3.56 -3.20 -3.08
K 0.85 -1.62 -0.17
S 0.95 -7.10 -0.32
S -1.49 -3.39 4.20
O 3.10 1.72 1.49
O -1.32 0.78 0.95
O -5.22 -2.62 -2.95
N 3.97 0.80 -3.47
N 0.98 0.82 1.11
N -2.06 -1.19 2.74
N -1.39 -1.51 -1.82
N -0.95 -3.00 1.72
N 2.00 0.33 -2.01
N 1.21 2.79 2.22
N 1.32 -5.26 -2.29
N 0.45 -4.57 -0.21
C -0.70 -4.65 3.33
C 3.41 2.10 -2.99
C -3.55 -0.98 -2.73
C -1.49 -2.42 2.75
C -2.45 1.77 5.62
C -3.96 -2.29 -2.58
C -2.08 4.76 -0.58
C -2.26 -0.67 -2.34
C 0.92 -5.49 -1.04
C 0.08 -5.13 0.99
C -0.22 2.68 2.03
C -0.99 2.44 3.33
C 2.17 1.77 -2.11
C 1.75 -0.23 -3.34
C -1.80 -2.78 -1.70
C -0.51 -4.27 2.04
C -3.06 -3.21 -2.05
C -2.38 2.51 3.33
C 4.44 -0.02 -2.30
C -1.06 1.71 5.62
C -0.78 3.84 1.23
C -0.48 5.14 1.64
C 2.94 0.05 -4.27
C 3.20 -0.25 -1.41
C -0.25 1.30 1.27
C 0.25 -6.46 1.12
C -1.76 6.05 -0.18
C -0.34 2.04 4.49
C -1.60 3.66 0.13
C 1.88 1.75 1.60
C -3.10 2.17 4.46
C -0.96 6.24 0.94
H -4.19 2.22 4.44
H -1.83 -0.59 1.95
H 1.69 3.63 2.47
H 4.77 0.98 -4.07
H -3.33 -4.25 -1.93
H -4.22 -0.23 -3.14
H 3.16 2.70 -3.86
H -2.14 6.90 -0.73
H 1.27 2.20 -2.55
H -0.02 -7.10 1.95
H 4.19 2.60 -2.42
H -1.08 -3.47 -1.28
H -2.90 2.80 2.43
H 2.70 0.68 -5.14
H -2.15 -0.70 3.62
H 3.39 -0.92 -4.56
H 4.76 -1.00 -2.69
H 1.69 -1.32 -3.26
H -2.71 4.60 -1.44
H 2.30 2.18 -1.11
H 0.74 1.96 4.48
H 1.93 -4.39 -2.52
H -0.71 7.24 1.27
H -5.36 -3.56 -2.79
H -3.01 1.51 6.50
H 3.33 0.19 -0.42
H -0.40 -5.56 3.81
H -0.54 1.39 6.52
H 0.13 5.31 2.52
H 0.83 0.19 -3.74
H 3.12 -1.35 -1.39
H 1.70 -6.07 -2.77
H -1.86 2.66 -0.18
H 5.24 0.54 -1.81

Calculated values
- energy relative to the best compared isomer or geometry (same formula, charge and spin) (eV) = 0.969
- total charge = -1
- E_HOMO (eV) = -2.11



The following is a DFT calculation (ωB97M-V/def2-TZVPD) of a cluster of 2 separate species, C5H13N2S in total.

CARTESIAN COORDINATES (ANGSTROEM)
S 0.35 -0.68 1.68
N -1.21 1.63 -1.22
N -2.26 -0.16 -0.04
C 0.82 -1.58 0.14
C -0.90 2.22 0.11
C 2.26 0.15 -0.95
C -1.92 0.54 -1.19
C 2.19 -1.23 -0.34
H 3.29 0.49 -1.04
H 1.77 0.18 -1.94
H 1.72 0.84 -0.28
H -1.49 -0.34 0.67
H 0.85 -2.65 0.40
H 2.88 -1.37 0.50
H -0.36 3.14 -0.01
H -0.32 1.50 0.70
H -2.84 -0.97 -0.26
H 2.51 -1.93 -1.14
H -1.85 2.41 0.67
H 0.14 -1.51 -0.73
H -2.29 0.15 -2.13

Calculated values
- energy relative to the best compared isomer or geometry (same formula, charge and spin) (eV) = 0.284
- total charge = -1
- E_HOMO (eV) = -2.91



The following is a DFT calculation (ωB97M-V/def2-TZVPD) of a structure of composition C39H65GaNO14S2.

CARTESIAN COORDINATES (ANGSTROEM)
Ga -1.63 5.55 -0.17
S -0.46 0.91 -1.63
S -0.94 -1.78 -2.62
O 6.61 -4.60 2.39
O -3.90 -5.45 -2.55
O -1.28 -10.41 -4.67
O -2.79 8.62 3.51
O -1.72 8.47 5.50
O -3.69 6.77 -3.79
O 5.45 -3.01 1.28
O -6.08 -5.27 -3.14
O -0.01 -11.93 -3.58
O 7.37 -3.63 0.49
O 0.38 -9.83 -3.26
O 0.75 5.96 2.62
O -3.96 8.76 5.32
O -4.97 -7.25 -3.09
N 1.31 -1.35 -1.34
C 3.02 6.51 3.42
C -1.33 2.59 0.38
C 1.04 5.47 1.30
C 1.02 -3.19 2.46
C -4.05 8.79 6.75
C 2.59 0.36 -2.60
C -0.39 -10.69 -3.91
C -6.20 -7.90 -3.42
C 3.62 -0.78 -0.81
C 0.30 6.24 0.19
C 0.94 -3.92 1.29
C 8.54 -4.45 0.53
C 1.23 -1.18 1.17
C 1.03 -3.26 0.08
C 4.39 -3.18 2.21
C 1.15 -1.82 2.38
C 3.73 1.08 -2.81
C 8.25 -5.86 0.06
C -2.72 8.60 4.84
C 4.85 0.88 -2.04
C 2.48 -0.58 -1.58
C -1.51 8.55 2.85
C -3.44 6.07 -2.54
C -3.61 10.13 7.30
C 0.07 -0.78 -1.83
C -4.47 -3.66 -1.00
C 4.78 -0.08 -1.05
C -0.82 -12.96 -4.14
C -4.73 6.11 -1.69
C -3.83 -4.04 -2.31
C 0.09 -8.44 -3.48
C -1.13 -7.99 -2.71
C 1.19 -1.90 -0.01
C -5.08 -5.92 -2.95
C -2.30 6.71 -1.75
C 6.49 -3.83 1.48
C 1.61 7.00 3.00
C -1.37 3.59 -0.80
C -0.43 1.34 0.13
H 3.67 -2.39 2.03
H 0.96 -7.89 -3.12
H -0.45 3.62 -1.41
H -0.94 7.69 3.19
H -0.35 -13.90 -3.91
H 1.37 -0.10 1.14
H -2.59 5.67 1.11
H -5.54 -3.87 -1.01
H -1.01 3.13 1.28
H 7.56 -6.36 0.73
H 0.84 6.00 -0.75
H -0.89 -12.85 -5.22
H -1.29 -6.92 -2.82
H 1.69 7.82 2.27
H -6.88 -7.86 -2.58
H 9.26 -3.98 -0.14
H -4.90 5.11 -1.27
H 9.17 -6.44 0.01
H -3.15 5.04 -2.81
H 0.35 7.33 0.31
H 3.60 6.37 2.49
H 0.97 -3.88 -0.82
H -3.78 10.17 8.38
H 3.78 1.82 -3.60
H -1.70 8.44 1.79
H -0.01 -8.24 -4.54
H -0.81 0.52 0.75
H -2.03 -8.50 -3.07
H 5.78 1.43 -2.17
H 0.81 -4.99 1.30
H -2.55 10.30 7.11
H 7.78 -5.85 -0.93
H -5.56 6.43 -2.33
H -4.04 -4.24 -0.18
H 3.90 -4.14 2.06
H 4.74 -3.10 3.24
H 2.94 5.53 3.90
H -6.65 -7.45 -4.30
H -1.03 -8.23 -1.65
H -2.53 7.74 -1.45
H -4.33 -2.60 -0.79
H -2.25 3.38 -1.42
H -1.44 6.79 -2.45
H 0.81 4.39 1.30
H 0.58 1.64 0.42
H -2.88 6.76 -4.30
H -5.11 8.63 6.98
H 8.97 -4.44 1.53
H -2.78 -3.79 -2.29
H -4.16 10.94 6.83
H -2.35 2.25 0.57
H -5.96 -8.94 -3.64
H 1.73 0.54 -3.23
H 1.21 -1.24 3.29
H -3.49 7.97 7.18
H 3.66 -1.50 -0.01
H 0.98 -3.69 3.42
H -4.56 6.81 -0.87
H 5.65 -0.29 -0.43
H -4.28 -3.49 -3.15
H 1.16 7.45 3.90
H -0.96 9.47 3.02
H -1.82 -12.94 -3.69
H 2.12 5.55 1.10
H 3.53 7.25 4.04

Calculated values
- energy relative to the best compared isomer or geometry (same formula, charge and spin) (eV) = 0.000
- total charge = -1
- E_HOMO (eV) = -4.90



The following is a DFT calculation (ωB97M-V/def2-TZVPD) of a structure of composition C5H9O3Pt.

CARTESIAN COORDINATES (ANGSTROEM)
Pt 1.75 0.89 -1.04
O 1.69 0.38 0.93
O 1.31 2.62 -0.29
O -0.03 1.15 -0.79
C 1.83 -0.57 1.83
C 0.61 -1.41 2.02
C 0.33 2.04 0.25
C -1.36 0.60 -0.84
C -1.54 -0.15 -2.14
H 0.05 -1.01 2.88
H -1.50 -0.07 0.01
H -1.38 0.51 -3.00
H 2.79 -1.09 1.95
H -2.56 -0.54 -2.19
H -0.06 -1.35 1.14
H -2.03 1.46 -0.74
H -0.85 -1.01 -2.18
H 0.94 -2.44 2.22

Calculated values
- energy relative to the best compared isomer or geometry (same formula, charge and spin) (eV) = 1.988
- <S²> = 2.006
- total charge = +1
- spin multiplicity = 3
- E_HOMO (alpha / beta) (eV) = -13.17 / -13.18



The following is a DFT calculation (ωB97M-V/def2-TZVPD) of a cluster of 2 separate species, CHCl2FS2 in total.

CARTESIAN COORDINATES (ANGSTROEM)
Cl 4.30 -0.33 1.14
Cl 3.40 1.60 -0.82
S -0.10 -0.63 0.18
S 1.20 -1.68 -1.04
F 4.52 -0.63 -1.39
C 3.79 0.02 -0.41
H 0.55 -0.82 1.26

Calculated values
- energy relative to the best compared isomer or geometry (same formula, charge and spin) (eV) = 2.059
- total charge = 0
- E_HOMO (alpha / beta) (eV) = -8.69 / -9.23



The following is a DFT calculation (ωB97M-V/def2-TZVPD) of a structure of composition C15H17NPd.

CARTESIAN COORDINATES (ANGSTROEM)
Pd 0.23 1.53 -0.87
N -2.08 1.38 -0.51
C 0.86 -2.33 1.25
C 1.14 -3.46 0.43
C 1.28 -4.88 2.39
C 1.01 -3.78 3.22
C -1.37 0.96 -2.65
C -2.45 1.44 -1.78
C 0.64 -1.06 0.70
C 1.33 -4.72 0.99
C 0.47 2.83 0.78
C 1.70 2.39 0.22
C -3.63 2.00 -2.24
C 0.55 3.52 -1.43
C 1.75 2.80 -1.15
C 0.78 -2.52 2.67
C -0.27 3.50 -0.25
H -4.17 2.72 -1.63
H 0.52 -1.65 3.28
H -3.94 1.97 -3.31
H 0.44 -0.20 1.34
H -1.16 1.47 -3.57
H 2.55 2.60 -1.85
H 1.54 -5.57 0.35
H 1.19 -3.29 -0.65
H 2.50 1.91 0.78
H 0.14 2.69 1.82
H 0.73 -0.92 -0.38
H -1.25 3.94 -0.13
H -2.47 0.63 0.05
H -1.33 -0.12 -2.63
H 1.49 -5.85 2.83
H 0.27 3.96 -2.36
H 1.00 -3.90 4.30

Calculated values
- <S²> = 6.087
- total charge = 0
- spin multiplicity = 5
- E_HOMO (alpha / beta) (eV) = -6.41 / -7.43



The following is a DFT calculation (ωB97M-V/def2-TZVPD) of a cluster of 2 separate species, Cl2H3P3 in total.

CARTESIAN COORDINATES (ANGSTROEM)
Cl 3.10 -1.11 0.22
Cl 0.62 2.70 0.33
P -1.66 -0.08 -0.75
P 1.69 -0.27 -0.90
P 0.14 -0.45 0.54
H -1.61 1.25 -0.54
H 0.19 -1.93 0.80
H -2.47 -0.11 0.30

Calculated values
- energy relative to the best compared isomer or geometry (same formula, charge and spin) (eV) = 2.817
- total charge = 0
- E_HOMO (alpha / beta) (eV) = -8.99 / -8.58



The following is a DFT calculation (ωB97M-V/def2-TZVPD) of a cluster of 7 separate species, C27H43NO18 in total.

CARTESIAN COORDINATES (ANGSTROEM)
O 4.02 2.01 -0.92
O 1.99 -1.64 5.87
O -3.79 -6.83 -1.90
O 1.54 -2.31 1.93
O 4.44 2.92 1.07
O 0.84 5.92 -1.52
O -3.36 -5.19 -3.24
O -1.88 -0.43 -2.90
O 2.69 1.69 0.92
O -0.63 -2.72 1.59
O -4.48 -4.70 -1.47
O 2.26 5.15 0.03
O -3.20 1.16 -3.86
O 1.92 0.43 6.80
O 0.82 -2.30 -0.06
O 0.19 -0.47 5.57
O -1.25 0.49 -5.00
O 1.88 4.05 -1.80
N -2.07 -0.02 2.69
C -3.90 -2.48 -1.07
C -0.40 2.25 0.47
C -1.52 -0.02 0.16
C 2.67 -1.91 1.18
C 1.71 5.07 -1.05
C 0.48 -2.52 1.17
C -0.14 -1.70 4.97
C 2.21 -2.20 -0.30
C -0.72 -1.23 -2.97
C 1.11 4.16 -2.97
C 3.89 2.94 2.38
C 2.55 2.26 2.13
C 1.41 -0.48 6.10
C 3.70 2.25 0.25
C -4.46 -3.45 -2.07
C 0.78 -3.66 6.30
C -3.82 -5.62 -2.13
C 1.10 -2.53 5.28
C -3.60 -3.77 -3.37
C 0.08 2.99 -3.05
C -3.49 2.11 -4.86
C -2.14 0.39 -3.94
C -0.23 0.78 -0.07
C -1.88 -0.01 1.56
C 2.71 -1.14 -1.36
C 2.03 1.28 3.19
C 0.49 5.56 -2.80
H 3.82 -1.30 -1.36
H 0.14 -0.53 -2.98
H -1.25 2.77 0.01
H -4.19 -3.47 -4.23
H -0.27 -1.46 3.93
H -2.64 -3.22 -3.38
H 1.72 4.20 -3.87
H 1.79 3.05 1.98
H -2.96 -2.93 -0.70
H 1.68 -4.24 6.47
H -0.61 2.24 1.56
H 0.01 0.85 -1.20
H 0.48 2.89 0.28
H 4.58 2.39 3.01
H -3.58 -1.56 -1.56
H -4.42 -2.27 -0.16
H 2.66 0.47 3.59
H 0.40 -3.38 7.31
H -0.36 2.69 -2.08
H -0.84 -1.80 -3.90
H -5.48 -3.17 -2.31
H -2.39 0.29 -0.40
H 2.49 -3.19 -0.49
H 2.35 -1.32 -2.36
H 0.60 2.14 -3.47
H 3.72 3.94 2.75
H 3.56 -2.48 1.54
H 1.14 0.72 2.81
H -1.17 -1.92 5.32
H 0.85 6.25 -3.50
H -0.59 5.43 -2.88
H -2.75 2.90 -4.95
H 1.67 -2.92 4.38
H 2.45 -0.07 -1.04
H -0.67 -1.97 -2.14
H 0.67 0.33 0.42
H -4.46 2.55 -4.68
H 0.11 -4.44 5.91
H -1.47 -0.98 -0.24
H 2.95 -0.81 1.30
H 1.89 1.91 4.08
H -0.67 3.19 -3.76
H -3.53 1.73 -5.93

Calculated values
- SMILES string = C[C@H]1COC(=O)O1.C[C@H]1COC(=O)O1.C[C@H]1COC(=O)O1.C[C@H]1COC(=O)O1.C[C@H]1COC(=O)O1.COC(=O)OC.CCCC#N
- energy relative to the best compared isomer or geometry (same formula, charge and spin) (eV) = 0.732
- total charge = 0
- E_HOMO (eV) = -10.44